Entry from the Open Molecules 2025 dataset: an isolated molecule of C20H29N3O5S in a non-equilibrium geometry (the ωB97M-V functional and the def2-TZVPD basis).

Summary:
Charge ... 0
Relative energy (zero: lowest compared OMol25 entry of this formula, charge and spin) ... 1.001 eV
Calculated total energy ... -1718.2081 Eh
Lowest unoccupied orbital energy ... 0.571 eV
SMILES string ... CCOC(=O)N1CCN(C(=O)c2ccc(C)c(S(=O)(=O)N3CCCCC3)c2)CC1
HOMO-LUMO gap ... 9.70 eV

Bonds (Å) are listed after each position.
Cartesian coordinates (Å):
1 C 7.578 -1.468 2.593  C2 1.521, H30 1.086, H31 1.087, H32 1.087
2 C 6.352 -2.246 2.140  C1 1.521, O3 1.428, H33 1.095, H34 1.092
3 O 5.252 -1.380 1.856  C2 1.428, C4 1.352
4 C 5.269 -0.791 0.639  O3 1.352, O5 1.208, N6 1.357
5 O 6.100 -1.010 -0.210  C4 1.208
6 N 4.254 0.096 0.489  C4 1.357, C7 1.444, C29 1.448
7 C 3.158 0.246 1.418  N6 1.444, C8 1.536, H35 1.088, H36 1.096
8 C 1.880 -0.345 0.804  C7 1.536, N9 1.443, H37 1.089, H38 1.098
9 N 1.634 0.271 -0.477  C8 1.443, C10 1.354, C28 1.449
10 C 0.526 0.952 -0.851  N9 1.354, O11 1.218, C12 1.497
11 O 0.366 1.356 -1.989  C10 1.218
12 C -0.522 1.180 0.194  C10 1.497, C13 1.391, C27 1.390
13 C -0.285 1.916 1.350  C12 1.391, C14 1.383, H39 1.080
14 C -1.312 2.155 2.246  C13 1.383, C15 1.392, H40 1.080
15 C -2.600 1.683 2.013  C14 1.392, C16 1.490, C17 1.391
16 C -3.709 1.911 2.983  C15 1.490, H41 1.089, H42 1.089, H43 1.087
17 C -2.829 0.985 0.832  C15 1.391, S18 1.801, C27 1.377
18 S -4.488 0.383 0.473  C17 1.801, O19 1.437, O20 1.437, N21 1.654
19 O -5.387 1.503 0.510  S18 1.437
20 O -4.741 -0.728 1.350  S18 1.437
21 N -4.356 -0.177 -1.077  S18 1.654, C22 1.443, C26 1.444
22 C -4.506 -1.582 -1.368  N21 1.443, C23 1.528, H44 1.090, H45 1.100
23 C -3.615 -1.950 -2.554  C22 1.528, C24 1.528, H46 1.091, H47 1.092
24 C -3.968 -1.073 -3.754  C23 1.528, C25 1.528, H48 1.091, H49 1.093
25 C -3.848 0.403 -3.380  C24 1.528, C26 1.528, H50 1.091, H51 1.091
26 C -4.722 0.702 -2.163  N21 1.444, C25 1.528, H52 1.090, H53 1.100
27 C -1.813 0.734 -0.064  C12 1.390, C17 1.377, H54 1.077
28 C 2.728 0.100 -1.413  N9 1.449, C29 1.531, H55 1.091, H56 1.096
29 C 4.007 0.687 -0.810  N6 1.448, C28 1.531, H57 1.090, H58 1.095
30 H 8.371 -2.161 2.860  C1 1.086
31 H 7.926 -0.827 1.787  C1 1.087
32 H 7.337 -0.852 3.457  C1 1.087
33 H 6.586 -2.828 1.243  C2 1.095
34 H 5.988 -2.907 2.930  C2 1.092
35 H 3.403 -0.258 2.351  C7 1.088
36 H 3.014 1.315 1.610  C7 1.096
37 H 1.029 -0.199 1.468  C8 1.089
38 H 2.030 -1.422 0.652  C8 1.098
39 H 0.700 2.314 1.545  C13 1.080
40 H -1.112 2.720 3.145  C14 1.080
41 H -4.180 0.961 3.229  C16 1.089
42 H -4.477 2.532 2.524  C16 1.089
43 H -3.347 2.390 3.889  C16 1.087
44 H -4.231 -2.129 -0.466  C22 1.090
45 H -5.554 -1.814 -1.609  C22 1.100
46 H -3.754 -3.005 -2.797  C23 1.091
47 H -2.568 -1.797 -2.285  C23 1.092
48 H -3.306 -1.301 -4.592  C24 1.091
49 H -4.993 -1.286 -4.066  C24 1.093
50 H -4.164 1.032 -4.213  C25 1.091
51 H -2.808 0.643 -3.152  C25 1.091
52 H -4.585 1.725 -1.814  C26 1.090
53 H -5.782 0.565 -2.422  C26 1.100
54 H -2.025 0.188 -0.968  C27 1.077
55 H 2.462 0.613 -2.338  C28 1.091
56 H 2.873 -0.967 -1.615  C28 1.096
57 H 4.866 0.475 -1.446  C29 1.090
58 H 3.898 1.769 -0.688  C29 1.095

Mulliken atomic charge list, values in e, 4 entries: atom 1 (C): -1.120, atom 2 (C): -0.296, atom 3 (O): -0.380, atom 4 (C): 0.770